w) H34O17 | the ωB97M-V functional and the def2-TZVPD basis

The geometry in XYZ format:
```
51
Properties=species:S:1:pos:R:3:mulliken_charge:R:1
O 1.75424 1.01270 2.58408 -0.763
H 1.03110 1.37434 3.14934 0.313
H 1.54244 0.04480 2.48168 0.316
O 0.74998 -2.68532 0.03110 -0.770
H 1.19149 -3.39792 0.46692 0.333
H -0.18643 -2.74036 0.23178 0.355
O -0.25526 0.52470 0.01073 2.391
H -0.71817 -0.23613 -0.36175 -0.554
H 0.68058 0.27274 -0.10494 -0.420
O 0.75514 3.08553 -1.21539 -0.608
H 1.18806 3.11421 -0.38478 0.275
H 0.87891 4.01354 -1.52280 0.244
O 1.18171 -1.67019 2.38897 -0.687
H 1.04093 -2.09376 1.51563 0.355
H 1.96681 -2.10573 2.71882 0.298
O 1.86959 3.36846 1.28674 -0.711
H 2.72847 3.51168 0.88663 0.341
H 1.84099 2.44997 1.59480 0.375
O -0.96540 2.77192 1.22972 -0.704
H -0.72068 2.05215 0.60309 0.065
H -1.89823 2.95849 1.07388 0.304
O 2.51932 0.34656 -0.30022 -0.831
H 2.73516 1.01120 -0.95909 0.268
H 2.85372 0.60837 0.55197 0.246
O 3.90042 -1.79040 0.20432 -0.656
H 3.71968 -2.57957 -0.24097 0.301
H 3.32676 -1.05515 -0.04493 0.470
O -1.77751 -0.27243 2.04622 -0.839
H -1.28286 -0.43405 2.84194 0.347
H -1.14472 0.09322 1.40730 0.539
O -2.23520 0.96865 -2.80631 -0.797
H -1.34163 1.26026 -3.04393 0.442
H -2.46929 1.53728 -2.01834 0.288
O 0.48613 1.27403 -3.22614 -0.806
H 0.79098 1.82444 -2.47175 0.338
H 0.75823 0.36452 -2.98965 0.447
O -1.72884 -1.44869 -1.35165 -0.445
H -1.57670 -2.00898 -2.10820 0.290
H -1.82122 -0.63370 -1.83146 0.147
O -4.06288 -1.85378 0.18402 -0.649
H -4.43166 -1.95735 -0.70836 0.321
H -3.11097 -1.91079 -0.02433 0.273
O -1.48761 -2.79252 1.37179 -0.836
H -0.86806 -3.24942 1.98806 0.299
H -1.52623 -1.86202 1.63278 0.410
O 1.13815 -1.31868 -2.41928 -0.625
H 0.91056 -1.55612 -1.52980 0.175
H 2.10529 -1.31848 -2.59460 0.314
O -3.12255 1.26562 -0.20636 -0.620
H -4.05559 1.37048 -0.26719 0.235
H -2.85715 0.49164 0.24995 0.209
```

Summary:
Multiplicity = 1
Kohn-Sham gap = 9.77 eV
LUMO energy = -0.0118 hartree

=====

x) H34O17 | the ωB97M-V functional and the def2-TZVPD basis

The geometry in XYZ format:
```
51
Properties=species:S:1:pos:R:3:mulliken_charge:R:1
O 3.25654 1.29052 -0.13168 -0.853
H 2.98954 0.40044 0.19245 0.317
H 2.61255 1.86332 0.27215 0.535
O 0.68948 -1.21443 -3.37639 -0.753
H -0.04902 -0.81673 -2.89418 0.197
H 1.43327 -0.75200 -2.98020 0.540
O -2.60300 -0.16240 0.33179 -0.502
H -3.56463 -0.06454 0.51787 0.306
H -2.42490 -1.04278 0.56959 0.329
O 1.41078 -2.62754 1.95012 -0.697
H 1.05023 -3.52778 1.80735 0.308
H 0.65750 -2.11678 2.23620 0.244
O -1.12770 -1.51385 2.86729 -0.649
H -1.25294 -1.96063 2.04731 0.252
H -1.64624 -2.12157 3.46450 0.316
O 2.62842 0.39380 -2.67337 -0.686
H 3.58826 0.51706 -2.90980 0.298
H 2.67332 0.59215 -1.76895 0.411
O 0.56445 2.05320 -1.47493 -0.474
H 1.18116 2.76578 -1.47586 0.201
H 0.38176 1.90296 -2.42624 0.209
O 1.13660 0.59901 2.76040 -0.703
H 0.68374 0.10436 2.09191 -0.076
H 1.08893 0.02501 3.49701 0.357
O -1.15949 3.00188 0.76641 -0.649
H -1.41860 2.89930 -0.15295 0.302
H -1.78022 3.67815 0.99907 0.309
O 3.20377 -1.43480 0.31190 -0.682
H 4.01345 -1.84664 0.70983 0.266
H 2.40437 -1.97247 0.52652 0.328
O 0.27206 -2.50995 -0.85290 -0.758
H 0.25663 -2.37692 -1.74943 0.422
H 0.32637 -1.68576 -0.38599 0.089
O 1.50807 2.76795 1.12321 -0.804
H 1.59850 2.14328 1.88241 0.435
H 0.63028 2.66534 0.79564 0.273
O -1.93927 1.13813 2.72722 -0.672
H -1.81266 1.33672 1.83905 0.328
H -1.91707 0.16702 2.63457 0.437
O -1.90204 -0.14985 -2.64371 -0.558
H -2.62812 -0.19634 -2.07926 0.261
H -2.11336 -0.39665 -3.56190 0.235
O -2.13254 2.56523 -1.87679 -0.700
H -1.65818 1.79010 -2.11883 0.175
H -2.72402 2.54378 -2.62450 0.321
O -1.99950 -2.70526 0.55314 -0.737
H -1.62883 -2.72797 -0.29798 0.221
H -2.17988 -3.67243 0.73570 0.299
O 0.05057 -0.13150 0.29998 2.300
H 0.29592 0.54333 -0.30806 -0.671
H -0.92430 -0.02025 0.25329 -0.200
```

Summary:
Multiplicity = 1
Kohn-Sham gap = 9.50 eV
LUMO energy = -0.0169 hartree

=====

Winner for stability: w)

=====

w) H34O17 | the ωB97M-V functional and the def2-TZVPD basis

The geometry in XYZ format:
```
51
Properties=species:S:1:pos:R:3:mulliken_charge:R:1
O 4.00230 -1.16872 -0.00757 -0.586
H 4.45536 -1.07530 0.84425 0.306
H 3.85080 -2.11123 0.17225 0.290
O -1.35396 3.57397 -3.37007 -0.593
H -1.05492 2.79807 -3.85211 0.313
H -1.64021 4.27814 -3.95728 0.261
O -0.16208 0.61444 -3.84727 -0.535
H -0.07262 0.25319 -2.94696 0.224
H 0.70435 0.31807 -4.15868 0.321
O 0.68637 -1.35992 3.57812 -0.543
H 1.56479 -1.21885 3.93495 0.278
H -0.01420 -1.02344 4.14813 0.282
O 0.05378 1.54756 -0.51873 -0.474
H -0.39265 1.51037 -1.37634 0.146
H -0.38707 2.28876 -0.09115 0.294
O -1.68618 -0.53762 -1.64298 -0.571
H -1.66584 -0.43488 -0.67955 0.393
H -1.94053 -1.45456 -1.74182 0.245
O -1.55282 -0.08156 1.42956 -0.496
H -0.71874 0.39151 1.46228 0.207
H -2.34683 0.41703 1.71241 0.236
O -3.23999 3.51864 -0.99383 -0.651
H -2.57651 3.19196 -1.62453 0.369
H -3.66335 4.35042 -0.82041 0.281
O 2.23453 4.67705 1.10314 -0.624
H 2.12252 5.12814 1.93871 0.300
H 1.42948 4.27836 0.77178 0.321
O 0.40226 -3.57015 1.37977 -0.557
H -0.43431 -3.24239 1.75184 0.279
H 0.64239 -4.16590 2.10424 0.282
O 1.75679 2.30792 -2.00690 -0.616
H 2.23268 2.66258 -1.24644 0.321
H 1.59249 1.44138 -1.61483 0.280
O -0.29768 -2.67747 -1.37423 -0.495
H 0.39585 -2.63789 -0.69295 0.241
H -0.10540 -3.51688 -1.80618 0.249
O -4.21682 -1.42502 3.36704 -0.630
H -3.32840 -1.79795 3.25831 0.310
H -4.15613 -0.79659 2.63651 0.315
O 3.97502 -2.98248 2.74601 -0.619
H 3.06281 -2.67377 2.77235 0.312
H 4.39347 -2.80784 3.58868 0.307
O 4.11040 0.96500 -2.18330 -0.605
H 3.72445 0.69077 -1.35428 0.307
H 3.48191 1.17305 -2.86983 0.321
O -1.86673 -5.69689 -0.67240 -0.612
H -0.91563 -5.77974 -0.58836 0.302
H -2.09595 -4.77155 -0.56547 0.319
O -2.81039 2.29893 2.39316 -0.632
H -2.66590 2.37918 3.35750 0.312
H -3.64641 1.82182 2.49435 0.315
```

Summary:
Multiplicity = 1
Kohn-Sham gap = 9.35 eV
LUMO energy = -0.0177 hartree

=====

x) H34O17 | the ωB97M-V functional and the def2-TZVPD basis

The geometry in XYZ format:
```
51
Properties=species:S:1:pos:R:3:mulliken_charge:R:1
O -1.64039 -2.00711 -1.47448 -0.630
H -0.88546 -1.73689 -0.92968 0.265
H -1.78023 -1.17625 -1.95147 0.332
O 2.31270 -4.55160 3.43815 -0.682
H 1.79090 -4.58673 2.61352 0.445
H 1.73998 -3.97310 3.96488 0.299
O 1.86841 -0.41450 -1.11712 -0.462
H 2.37062 -0.85416 -1.80323 0.202
H 2.55472 -0.05966 -0.53245 0.348
O 1.02111 1.79947 0.54087 -0.438
H 0.90726 2.52794 -0.09864 0.234
H 0.25171 1.94242 1.10811 0.268
O -0.52473 -2.63830 4.62088 -0.597
H -0.71236 -2.37174 3.69859 0.246
H -1.24276 -3.29302 4.62718 0.342
O -2.54399 0.07124 -3.66713 -0.604
H -2.81078 0.96958 -3.91271 0.282
H -3.17409 -0.54799 -4.05004 0.312
O 0.67880 5.21287 -0.93167 -0.577
H 0.53996 4.97428 -1.85395 0.303
H 0.16595 6.04605 -0.97124 0.303
O 3.22339 -1.98113 -3.86795 -0.607
H 2.38425 -1.92336 -4.35084 0.326
H 2.95268 -1.52172 -3.06786 0.153
O 0.05486 -0.91060 1.37307 -0.473
H 0.67446 -0.46606 0.79095 0.186
H -0.78445 -0.85395 0.91245 0.282
O 4.88288 -1.68092 -0.92541 -0.633
H 4.91548 -2.60702 -1.18135 0.331
H 4.75406 -1.14580 -1.71332 0.293
O -4.58026 -1.74162 0.98684 -0.662
H -3.74738 -1.38372 0.58600 0.509
H -4.82661 -2.64947 0.80857 0.280
O -2.49011 2.03179 -1.42975 -0.482
H -2.26361 2.47308 -2.24645 0.081
H -3.37687 2.15243 -1.08986 0.304
O 0.41568 -4.70411 1.69269 -0.679
H -0.26140 -4.30849 2.25135 0.290
H 0.28144 -4.27916 0.83712 0.328
O 3.34596 3.00440 3.23511 -0.642
H 2.80811 2.24977 2.81112 0.345
H 2.87126 3.78848 2.89402 0.308
O -2.96641 0.13073 0.54224 -0.602
H -2.59581 -0.00384 -0.33836 0.295
H -3.30904 1.02326 0.65469 0.252
O -0.55916 2.90714 2.95763 -0.627
H -0.10242 3.45302 3.60897 0.300
H -0.62435 2.08112 3.45510 0.325
O -0.54214 3.98300 -3.49945 -0.572
H -0.21981 4.25365 -4.36514 0.306
H -1.20203 3.29633 -3.64054 0.296
```

Summary:
Multiplicity = 1
Kohn-Sham gap = 9.00 eV
LUMO energy = -0.0314 hartree

=====

y) H34O17 | the ωB97M-V functional and the def2-TZVPD basis

The geometry in XYZ format:
```
51
Properties=species:S:1:pos:R:3:mulliken_charge:R:1
O -1.29875 -1.87737 -2.01412 -0.674
H -2.26475 -1.88137 -1.91512 0.223
H -0.88075 -1.16737 -1.54812 0.178
O -0.24275 2.66063 0.46388 -0.850
H -0.92675 2.19063 0.99288 0.341
H -0.66475 3.53063 0.32688 0.269
O -1.09175 -1.50437 1.51588 -0.466
H -0.88775 -2.45637 1.51488 0.238
H -1.99775 -1.46637 1.29788 0.261
O 2.34725 2.09463 1.03188 -0.767
H 3.02225 2.75863 0.83388 0.347
H 1.45625 2.38263 0.76488 0.380
O 0.05925 -0.18037 -0.44412 1.439
H 1.05525 -0.10737 -0.40712 0.042
H -0.16875 -0.44737 0.45088 -0.177
O 2.36925 -2.26437 0.24388 -0.732
H 2.33825 -2.04037 1.19388 0.344
H 2.79825 -1.53237 -0.19712 0.293
O 2.68425 0.25663 -0.85212 -0.690
H 3.22925 0.71963 -0.21212 0.230
H 2.30625 1.02363 -1.34812 0.255
O -2.44575 -0.61537 3.50588 -0.672
H -2.90375 -1.43337 3.63688 0.316
H -1.88975 -0.89037 2.73488 0.352
O -0.29975 0.10063 -3.79612 -0.747
H -0.56875 0.61263 -3.02712 0.265
H 0.14325 -0.66737 -3.35912 0.355
O 1.21325 2.29663 -2.10612 -0.698
H 1.00025 2.82763 -2.87512 0.298
H 0.31725 2.17763 -1.74612 0.230
O -1.71075 1.90263 -1.83312 -0.616
H -2.05475 2.69063 -2.30112 0.327
H -1.40375 2.35763 -1.02912 0.296
O 1.79125 -1.63737 -3.02812 -0.552
H 2.39125 -1.02837 -2.59312 0.289
H 2.20625 -2.03337 -3.78212 0.239
O -3.06175 0.12363 0.10288 -0.754
H -2.49975 0.43563 -0.60712 0.237
H -3.65975 -0.48037 -0.36712 0.357
O 0.09625 -3.71037 -0.58712 -0.750
H -0.43475 -3.13737 -1.20812 0.461
H 0.76625 -3.10037 -0.30212 0.318
O -2.31175 1.78063 1.96688 -0.682
H -3.07575 2.35963 1.82088 0.313
H -2.53775 0.98663 1.48188 0.359
O 1.75125 -2.15237 2.99488 -0.655
H 1.29425 -1.32037 2.89188 0.244
H 2.11925 -1.70337 3.79888 0.387
O 0.85125 0.46663 2.75088 -0.625
H 1.21225 0.87763 1.91388 0.312
H 0.46325 1.22163 3.25388 0.312
```

Summary:
Multiplicity = 1
Kohn-Sham gap = 8.83 eV
LUMO energy = -0.0207 hartree

=====

z) H34O17 | the ωB97M-V functional and the def2-TZVPD basis

The geometry in XYZ format:
```
51
Properties=species:S:1:pos:R:3:mulliken_charge:R:1
O -1.40013 1.94215 -0.36185 -0.631
H -1.42698 1.75934 0.58659 0.300
H -2.31161 2.08087 -0.61835 0.289
O -4.71335 -0.17345 -2.02868 -0.570
H -5.23413 0.62313 -1.89634 0.281
H -5.16483 -0.73348 -2.66327 0.293
O -0.71825 -3.71822 -1.23905 -0.669
H -1.33001 -3.00364 -1.49327 0.423
H 0.14373 -3.29266 -1.20546 0.291
O 0.94396 -2.15377 1.17455 -0.607
H 1.53493 -2.83683 1.52752 0.295
H 0.30732 -2.81235 0.84136 0.330
O 2.72666 0.10470 -2.86542 -0.561
H 3.15062 0.53904 -2.11393 0.329
H 2.45275 0.89621 -3.34031 0.242
O 4.98194 0.63837 0.41101 -0.572
H 5.45220 -0.19117 0.54008 0.304
H 5.21431 1.19904 1.15631 0.286
O -3.45640 -0.90543 3.41040 -0.587
H -4.27681 -1.23519 3.04100 0.279
H -3.21552 -0.08994 2.96910 0.316
O -0.86840 -0.90092 -5.21992 -0.640
H -1.21656 -1.16084 -4.35691 0.338
H -1.54834 -0.41884 -5.69449 0.294
O -1.36809 0.08127 2.22398 -0.561
H -0.99228 -0.69123 1.79547 0.268
H -1.30267 0.06687 3.18219 0.309
O -2.87506 -2.01237 -1.72119 -0.652
H -3.81287 -2.18914 -1.57745 0.277
H -2.82460 -1.27750 -1.09669 0.267
O 2.31131 2.97134 1.87545 -0.597
H 2.14910 3.53094 1.12035 0.278
H 1.60070 2.73429 2.47105 0.330
O 1.13437 2.15096 -4.78432 -0.680
H 1.98950 2.35207 -5.17242 0.317
H 1.00393 1.19527 -4.78669 0.342
O -1.16307 4.25367 3.21900 -0.606
H -1.11298 5.13286 2.83318 0.301
H -0.80860 4.38029 4.10394 0.309
O 4.89775 -1.51110 -1.78513 -0.596
H 4.05741 -1.39076 -1.33301 0.292
H 4.92550 -2.42069 -2.08784 0.293
O -0.59881 -0.56285 -2.23033 -0.389
H -0.91600 0.29107 -1.93803 0.213
H 0.29517 -0.71498 -2.53176 0.251
O -0.80220 -1.30063 5.36864 -0.598
H -1.63654 -1.75614 5.54318 0.299
H -0.80554 -0.69560 6.12108 0.308
O 1.26533 1.00537 4.31424 -0.638
H 2.11021 1.13923 3.87434 0.319
H 0.95187 0.12642 4.07508 0.289
```

Summary:
Multiplicity = 1
Kohn-Sham gap = 10.68 eV
LUMO energy = 0.0009 hartree

=====

Winner for stability: y)

=====

w) C4H7NOS | the ωB97M-V functional and the def2-TZVPD basis

The geometry in XYZ format:
```
14
Properties=species:S:1:pos:R:3:mulliken_charge:R:1
C 0.04459 -0.31262 -0.03452 0.313
C -1.87459 -1.32007 0.40777 -0.452
C -1.94268 0.57308 -0.77348 -0.186
C 2.66842 0.31672 -0.06874 -0.826
N -0.50899 0.53442 -0.76234 -0.438
O -2.48889 -0.75517 -0.60520 -0.296
S 1.48170 -1.02506 0.34187 -0.059
H -1.74586 -2.34196 0.19263 0.376
H -2.15225 -0.88779 1.44543 0.242
H -2.26514 1.39030 -0.00453 0.233
H -2.35334 0.99318 -1.72548 0.233
H 2.48598 1.26009 0.38124 0.310
H 2.45654 0.54045 -1.16837 0.254
H 3.73301 -0.00434 0.15916 0.297
```

Summary:
Multiplicity = 1
Kohn-Sham gap = 8.90 eV
LUMO energy = 0.0286 hartree

=====

x) C4H7NOS | the ωB97M-V functional and the def2-TZVPD basis

The geometry in XYZ format:
```
14
Properties=species:S:1:pos:R:3:mulliken_charge:R:1
C 0.29257 -1.46923 0.59876 -0.213
C 1.07673 -0.53777 1.54082 -0.608
C -0.13078 0.34057 -0.43710 0.895
C -0.18754 1.00601 -1.80065 -1.129
N -0.30733 -0.98806 -0.36630 -0.535
O -1.62234 1.03789 0.53086 -0.649
S 1.09699 1.01435 0.67587 -0.155
H 0.25020 -2.55116 0.81488 0.396
H 0.40995 -0.60763 2.44984 0.274
H 2.00245 -0.89025 1.75319 0.492
H -0.38839 2.02948 -1.67750 0.352
H -0.98044 0.48502 -2.20473 0.332
H 0.81312 0.69773 -2.28423 0.288
H -2.32518 0.43306 0.40627 0.261
```

Summary:
Multiplicity = 1
Kohn-Sham gap = 9.32 eV
LUMO energy = 0.0115 hartree

=====

Winner for stability: x)